Entry 1:
72
Properties=species:S:1:pos:R:3:mulliken_charge:R:1 method="wB97M-V/def2-TZVPD" charge=+1 relative_energy_kcal_mol=23.4 homo_energy_ev=-8.23 e_lumo_ha=-0.167 gap_ev=3.687
N 2.234 -3.398 0.270 1.017
N 0.235 -2.873 -0.223 0.614
N -1.714 4.396 -2.986 0.187
N 0.961 -3.879 0.218 -1.149
C 3.030 -5.631 0.583 -1.429
C -3.025 4.701 0.317 0.014
C -1.886 -2.269 0.876 -0.428
C -2.984 1.591 3.529 -0.451
C -2.144 1.656 0.834 0.708
C -1.216 -3.034 -0.241 0.097
C -1.517 3.100 -2.631 -1.263
C -1.523 4.931 -4.319 -0.888
C 4.562 -2.439 -1.135 -1.573
C 0.964 -1.690 -0.371 0.684
C -1.966 2.468 3.132 -0.460
C 3.131 -4.223 1.123 0.177
C -3.389 6.057 0.397 -0.850
C 0.275 -0.513 -0.645 -0.716
C -3.599 0.765 2.580 -0.710
C -2.358 4.238 -0.809 0.689
C -3.179 0.783 1.254 -0.577
C 3.663 -1.456 -0.369 1.968
C 2.676 -4.178 2.570 -1.445
C 4.300 -1.095 0.977 -1.462
C -2.200 5.128 -1.897 0.370
C 2.302 -2.101 -0.133 -0.289
C -1.842 2.933 -1.260 0.581
C -1.761 1.731 -0.555 -0.036
C -2.579 6.462 -1.860 -0.905
C -1.434 -4.525 -0.141 -1.697
C -3.152 6.937 -0.669 -0.727
C 3.522 -0.206 -1.236 -2.033
C -1.548 2.502 1.805 -0.742
H -1.491 3.124 3.862 0.433
H -1.558 -2.653 -1.207 0.232
H -2.186 4.427 -5.035 0.351
H -3.432 7.988 -0.581 0.396
H 2.921 0.561 -0.738 0.374
H 3.271 -4.891 3.154 0.431
H -2.975 -2.380 0.805 0.357
H -1.030 -4.912 0.799 0.329
H 4.143 -3.828 1.030 0.306
H -1.643 0.843 -1.162 0.566
H 5.288 -0.646 0.810 0.445
H -0.487 4.785 -4.651 0.341
H -0.754 -0.667 -0.941 0.034
H 3.466 -5.702 -0.418 0.333
H -0.929 -5.042 -0.959 0.438
H 3.574 -6.316 1.242 0.460
H 0.821 0.422 -0.682 -0.136
H 1.620 -4.472 2.635 0.307
H -2.433 7.093 -2.733 0.269
H 4.435 -1.980 1.613 0.258
H 2.811 -3.181 3.004 0.339
H -1.659 -1.203 0.836 -0.071
H -1.752 5.999 -4.304 0.268
H 4.517 0.207 -1.451 0.464
H 4.121 -2.656 -2.116 0.346
H -0.775 3.204 1.484 0.494
H -3.253 4.018 1.133 0.372
H -2.498 -4.758 -0.193 0.465
H -3.658 0.151 0.498 0.559
H 3.667 -0.375 1.511 0.326
H -1.562 -2.651 1.852 0.307
H 1.977 -5.929 0.542 0.326
H -1.140 2.348 -3.318 0.531
H 5.552 -1.986 -1.278 0.444
H -3.287 1.541 4.577 0.425
H -3.866 6.423 1.308 0.415
H 3.044 -0.471 -2.187 0.421
H -4.398 0.084 2.874 0.430
H 4.700 -3.386 -0.602 0.342

---

Entry 2:
46
Properties=species:S:1:pos:R:3:mulliken_charge:R:1 method="wB97M-V/def2-TZVPD" charge=+2 relative_energy_kcal_mol=0.0 multiplicity=3 homo_energy_ev="-14.62 / -14.21" e_lumo_ha="-0.324 / -0.379" gap_ev="5.811 / 3.905"
Pr 1.523 0.121 1.682 0.831
Cl 0.627 -2.151 2.935 -0.425
S 4.553 0.922 5.507 0.017
P -0.263 0.131 -0.327 0.856
N 3.161 0.163 3.398 -0.105
C -1.933 -3.601 -0.919 -0.703
C -2.737 -3.731 0.223 -0.375
C -2.759 -2.729 1.231 -0.716
C -2.436 1.521 -1.288 -0.260
C -3.244 3.574 -0.326 -0.455
C -2.022 -1.586 1.048 -0.609
C 0.292 1.128 -2.883 -0.597
C 1.970 -1.055 -3.551 -0.775
C 3.404 1.239 4.184 0.009
C -1.421 2.451 0.776 -0.143
C 3.859 -0.981 3.857 -0.206
C 1.421 -0.978 -2.281 -0.540
C -3.325 2.588 -1.321 -0.811
C 0.472 0.059 -1.967 0.804
C -2.288 3.516 0.729 -0.755
C 4.601 -0.792 4.898 -0.318
C 0.831 1.042 -4.165 -0.623
C -1.471 1.458 -0.261 0.613
C 1.646 -0.050 -4.496 -0.426
C -1.167 -2.460 -1.093 -0.309
C -1.280 -1.399 -0.164 0.790
H 5.242 -1.614 5.412 0.352
H -1.956 -0.826 1.841 0.368
H -4.056 2.638 -2.145 0.413
H -2.251 4.313 1.490 0.409
H -3.363 -2.852 2.124 0.433
H -1.916 -4.371 -1.699 0.424
H 1.651 -1.748 -1.523 0.441
H 1.696 2.105 1.020 0.112
H 3.584 -1.915 3.214 0.276
H -2.430 0.752 -2.053 0.536
H 2.598 -1.907 -3.830 0.420
H 0.576 1.828 -4.893 0.421
H -0.337 1.967 -2.600 0.490
H 2.059 -0.117 -5.504 0.418
H -3.370 -4.621 0.343 0.400
H -0.643 2.387 1.556 -0.028
H -3.941 4.414 -0.350 0.406
H -0.532 -2.350 -1.958 0.470
H 2.461 1.292 0.199 0.169
H 2.916 2.224 3.927 0.300

---

Entry 3:
101
Properties=species:S:1:pos:R:3:mulliken_charge:R:1 method="wB97M-V/def2-TZVPD" charge=-1 homo_energy_ev=-2.76 e_lumo_ha=0.072 gap_ev=4.713
S 1.995 8.285 -8.416 0.485
O 0.369 -0.355 -0.688 -0.955
O 2.029 7.028 -9.294 -0.615
N 3.765 -5.151 -4.185 -0.023
N 10.736 1.569 -3.377 -0.003
N 4.186 3.171 4.295 -0.047
N -1.640 -2.613 5.317 0.001
N -4.717 4.711 6.199 -0.029
N 0.528 -8.161 1.848 -0.066
N -8.741 -0.502 0.157 -0.073
N -4.211 -4.298 -3.454 -0.025
C -2.999 -2.590 5.354 -0.639
C 2.905 8.017 -6.876 -0.887
C 0.305 -10.278 1.654 -0.334
C 0.251 -8.654 3.138 -0.408
C -2.257 -2.655 7.405 -0.191
C 1.506 1.697 -1.653 -1.154
C -5.951 -5.571 -3.728 -0.345
C -1.168 -2.634 6.620 -0.621
C 5.109 -6.525 -5.389 -0.499
C -10.027 -0.371 0.354 -0.230
C 0.399 8.147 -7.561 -0.921
C 5.759 4.575 5.199 -0.274
C -6.194 -4.524 -4.616 -0.354
C 10.210 3.745 -3.354 -0.428
C -10.326 0.973 0.416 -0.456
C 9.454 1.579 -2.990 -0.438
C -4.354 5.618 8.273 -0.279
C -4.994 -3.766 -4.482 -0.375
C -0.702 1.914 -0.200 -1.095
C 0.185 0.986 -1.145 0.408
C 3.252 -5.203 -5.382 -0.425
C 0.196 -10.024 2.974 -0.440
C 3.642 4.034 5.208 -0.453
C -8.189 0.734 -0.212 -0.548
C 11.238 2.796 -3.568 -0.420
C -4.244 4.426 7.499 -0.580
C 5.506 3.649 4.189 -0.551
C -5.130 6.021 6.245 -0.379
C 0.635 -9.182 0.913 -0.454
C -4.887 -5.335 -2.903 -0.559
C -3.396 -2.628 6.646 -0.194
C 9.183 2.954 -2.928 -0.333
C 4.577 4.867 5.877 -0.383
C 3.896 -6.218 -6.095 -0.424
C -4.752 6.700 7.423 -0.369
C 4.973 -5.802 -4.152 -0.324
C -9.114 1.676 0.100 -0.404
H 0.892 -8.994 -0.119 0.369
H 1.323 2.765 -1.772 0.293
H -2.377 -2.539 8.472 0.349
H -0.407 0.926 -2.058 0.069
H 0.101 -11.215 1.156 0.351
H 0.366 -7.184 1.651 0.239
H -0.387 7.880 -8.267 0.331
H -1.035 2.840 -0.668 0.320
H -4.358 -5.952 -2.191 0.345
H 2.386 -4.641 -5.698 0.364
H -4.329 -2.576 7.188 0.353
H -4.910 7.739 7.674 0.368
H 3.515 -6.600 -7.031 0.367
H 11.253 0.701 -3.395 0.206
H 2.370 1.636 -0.992 0.289
H -0.115 -2.695 6.856 0.353
H 3.657 2.573 3.676 0.250
H -6.648 -6.396 -3.769 0.347
H 6.057 -6.968 -5.656 0.362
H -10.532 -1.306 0.544 0.361
H -1.028 -2.614 4.514 0.216
H -6.903 -4.356 -5.414 0.375
H 8.323 3.315 -2.384 0.343
H 6.138 3.372 3.358 0.361
H 0.041 -7.967 3.945 0.373
H -4.873 4.099 5.411 0.220
H 5.567 -5.625 -3.268 0.379
H -4.733 -2.878 -5.039 0.374
H 8.837 0.739 -2.707 0.358
H 3.971 8.217 -6.987 0.306
H -3.521 -2.464 4.417 0.373
H 12.301 2.914 -3.721 0.357
H -11.362 1.218 0.597 0.360
H -1.465 1.285 0.260 0.330
H 2.623 4.025 5.567 0.349
H -8.967 2.743 0.187 0.386
H -7.218 0.949 -0.635 0.361
H 0.396 7.288 -6.889 0.301
H 2.505 8.666 -6.097 0.334
H -4.064 3.398 7.778 0.361
H 1.789 1.390 -2.660 0.316
H -3.365 -3.924 -3.048 0.218
H 3.292 -4.623 -3.466 0.221
H -0.022 -10.719 3.772 0.369
H 4.393 5.585 6.662 0.385
H -4.336 5.786 9.340 0.342
H -5.574 6.492 5.381 0.344
H 6.707 5.072 5.338 0.362
H 2.725 7.005 -6.515 0.323
H 0.004 2.200 0.579 0.183
H -8.294 -1.354 -0.152 0.243
H 10.205 4.825 -3.313 0.358
H 0.290 9.112 -7.065 0.344

---

Entry 4:
16
Properties=species:S:1:pos:R:3:mulliken_charge:R:1 method="wB97M-V/def2-TZVPD" charge=-1 multiplicity=5 homo_energy_ev="-5.26 / -5.10" e_lumo_ha="-0.045 / -0.098" gap_ev="4.031 / 2.441"
Pt 2.651 0.079 2.897 0.511
Pt -2.097 -4.835 -0.132 0.717
F 0.613 -6.169 -0.364 -0.758
F -0.668 1.170 -5.042 0.000
O 3.574 5.168 1.081 -0.499
O 2.969 3.228 2.031 -0.432
O -4.645 -0.114 0.160 -0.594
O -4.038 -0.761 -1.666 -0.637
O 1.579 -0.457 0.006 -0.371
O 2.643 5.157 3.015 -0.507
O 1.200 -0.726 -1.984 -0.351
O -3.758 -2.077 0.033 -0.626
O 0.191 -2.054 -0.696 -0.397
N 0.926 -1.077 -0.886 1.084
N 3.082 4.525 2.025 0.936
N -4.221 -1.058 -0.477 0.926

---

Entry 5:
17
Properties=species:S:1:pos:R:3:mulliken_charge:R:1 method="wB97M-V/def2-TZVPD" charge=0 relative_energy_kcal_mol=31.1 homo_energy_ev=-9.75 e_lumo_ha=0.042 smiles=C[C@@H]1OC[C@@H]2C[C@@H]21 gap_ev=10.900
O -0.659 -0.932 0.765 -0.410
C 0.177 0.940 -0.456 -0.160
C 0.201 0.203 0.891 0.166
C 1.533 -0.319 1.368 -1.354
C -1.723 -0.553 -0.080 -0.553
C 0.427 -0.040 -1.543 -0.681
C -1.044 0.366 -1.064 -0.179
H 0.432 1.995 -0.490 0.385
H -2.534 -0.074 0.502 0.292
H 1.438 -0.670 2.397 0.358
H 0.583 0.081 -2.602 0.325
H -1.696 1.057 -1.616 0.373
H -0.240 0.904 1.614 0.343
H 2.293 0.464 1.312 0.330
H -2.149 -1.435 -0.571 0.291
H 1.844 -1.170 0.753 0.340
H 1.117 -0.819 -1.181 0.132

---

Entry 6:
13
Properties=species:S:1:pos:R:3:mulliken_charge:R:1 method="wB97M-V/def2-TZVPD" charge=0 relative_energy_kcal_mol=32.7 homo_energy_ev=-8.57 e_lumo_ha=-0.010 smiles="S=C1C[C@@H]2S[C@@H]2C1" gap_ev=8.301
S -0.120 -1.000 -1.773 -0.184
S -0.854 -0.720 2.575 -0.238
C 0.942 0.045 -0.784 -0.523
C 1.151 -0.472 0.580 -0.664
C -1.227 0.356 0.128 -0.608
C -0.416 0.459 -1.080 -0.161
C -0.327 -0.362 1.068 0.116
H -1.398 1.370 0.299 0.276
H 1.622 0.480 -1.429 0.564
H -0.672 1.351 -1.641 0.506
H 1.813 0.104 1.225 0.303
H -2.221 -0.122 0.128 0.331
H 1.705 -1.490 0.702 0.282

---

Entry 7:
18
Properties=species:S:1:pos:R:3:mulliken_charge:R:1 method="wB97M-V/def2-TZVPD" charge=+1 multiplicity=3 homo_energy_ev="-12.68 / -12.68" e_lumo_ha="-0.220 / -0.203" gap_ev="6.679 / 7.153"
Mo 0.200 0.189 -0.117 0.773
O 1.617 -1.936 -1.003 -0.594
O 2.269 -2.323 1.066 -0.536
O 0.868 -3.703 0.078 -0.492
N -0.089 -1.160 1.597 -0.838
N 1.587 -2.674 0.064 0.883
N -0.794 1.843 0.839 -0.834
C -0.262 1.150 -2.207 -0.695
H -0.896 0.344 -1.706 0.251
H -0.259 2.123 1.663 0.365
H -0.730 -0.756 2.283 0.316
H -0.873 2.054 -2.323 0.378
H 0.814 -1.354 2.056 0.373
H 0.047 0.740 -3.178 0.408
H 0.671 1.438 -1.650 0.269
H -0.451 -2.077 1.311 0.324
H -1.736 1.588 1.146 0.345
H -0.884 2.668 0.245 0.302

---

Entry 8:
86
Properties=species:S:1:pos:R:3:mulliken_charge:R:1 method="wB97M-V/def2-TZVPD" charge=+2 multiplicity=2 homo_energy_ev="-13.14 / -13.17" e_lumo_ha="-0.243 / -0.210" gap_ev="6.542 / 7.446"
Fe -0.154 0.328 -0.771 -1.683
S -2.294 0.701 -0.260 -0.180
S -0.205 1.129 -2.869 -0.017
S 1.088 1.942 0.072 0.009
S 0.595 -1.678 -0.817 -0.057
N -1.533 0.203 2.330 0.544
N 1.113 -0.464 -4.712 0.173
N 0.036 -1.794 1.903 0.276
N -3.549 1.031 2.185 0.532
N 0.983 0.519 2.427 0.504
N 0.472 -3.758 1.043 0.593
N 0.078 1.470 -5.413 0.049
N 2.581 2.010 2.385 0.496
C -0.380 2.835 -5.169 -1.096
C -0.101 -2.717 2.913 -0.822
C -5.947 1.150 2.705 -1.742
C -0.124 1.010 -6.790 -1.253
C -2.007 0.354 3.614 -0.833
C 0.755 -4.977 0.180 1.219
C 2.102 -0.492 -5.788 -1.226
C 1.488 -4.625 -1.109 -2.019
C -5.254 1.293 0.337 -1.916
C 4.533 3.342 3.075 -2.128
C -3.252 0.863 3.525 -0.587
C 1.634 0.459 3.642 -0.934
C 2.686 4.400 1.796 -1.478
C 4.236 2.726 0.689 -1.531
C 0.400 0.622 -4.431 0.694
C -2.475 0.639 1.477 0.286
C 0.367 -2.443 0.772 -0.076
C -4.685 3.173 1.897 -1.520
C 2.614 1.386 3.620 -0.404
C -0.592 -5.617 -0.130 -1.541
C 0.165 -3.927 2.384 -0.570
C -4.860 1.666 1.762 1.150
C 1.158 -1.591 -3.811 -1.576
C 1.648 -5.917 0.989 -1.739
C 1.578 1.459 1.681 0.102
C 3.506 3.127 1.968 1.078
B -0.175 -0.291 1.884 0.746
H -4.631 1.768 -0.412 0.455
H 0.161 -4.894 2.841 0.554
H 1.776 -1.102 -6.630 0.347
H 2.230 4.696 2.740 0.393
H -3.948 1.122 4.297 0.529
H -1.448 2.850 -4.951 0.367
H 0.705 1.289 -7.440 0.348
H -5.246 0.216 0.178 0.437
H 1.365 -0.237 4.414 0.576
H -1.245 -4.917 -0.651 0.338
H 3.328 1.650 4.373 0.555
H 1.901 -1.435 -3.028 0.513
H 5.126 2.449 3.271 0.489
H -1.095 -5.954 0.776 0.385
H 4.705 1.749 0.801 0.393
H 1.429 -2.475 -4.386 0.483
H -5.964 0.062 2.738 0.420
H -5.610 3.670 1.611 0.453
H -1.425 0.109 4.483 0.576
H 3.347 5.200 1.470 0.483
H 0.175 -1.749 -3.378 0.627
H -0.148 -0.082 0.702 0.005
H -6.273 1.646 0.191 0.526
H 1.803 -5.565 -1.559 0.562
H 5.020 3.457 0.503 0.495
H -0.387 -2.450 3.913 0.585
H 3.016 -0.920 -5.377 0.450
H 2.378 -4.027 -0.925 0.424
H 5.216 4.121 2.740 0.460
H 2.564 -5.420 1.305 0.409
H -1.032 1.485 -7.157 0.473
H -6.909 1.491 2.328 0.466
H -4.451 3.457 2.922 0.371
H 0.168 3.279 -4.344 0.395
H 1.902 4.293 1.051 0.339
H 2.320 0.518 -6.120 0.423
H -0.440 -6.484 -0.772 0.449
H 4.078 3.686 4.002 0.481
H -3.889 3.531 1.244 0.339
H 0.851 -4.116 -1.823 0.491
H 1.154 -6.335 1.863 0.480
H 1.919 -6.756 0.352 0.464
H -0.268 -0.066 -6.804 0.416
H 3.585 2.705 -0.180 0.349
H -0.185 3.404 -6.075 0.442
H -5.854 1.536 3.718 0.463

---

For each record above, in turn, the calculated F_max values are 3.115 5.458 5.032 4.247 1.518 5.231 3.152 1.517 eV/A.